The following is a DFT calculation (ωB97M-V/def2-TZVPD) of an isolated ion of composition C4H3N4S2 and charge +1.

Computed properties:
2S+1 = 1
E_LUMO (spin up / spin down) = -6.249 / -6.249 eV
orbital gap (spin up / spin down) = 5.956 / 5.957 eV
charge = +1
max |F| = 3.83 eV/A

Geometry (Å):
C (-1.7401, 0.1461, 0.0234)
C (-2.5112, -1.8412, -0.0516)
C (2.3331, 1.7249, -0.3133)
C (0.6287, 0.1144, -0.3043)
N (-2.7608, -0.5719, 0.1067)
N (1.2118, 1.1837, -0.5306)
N (2.9184, -0.2943, 1.2825)
N (-0.5483, -0.4802, -0.1967)
S (3.4681, 1.0009, 0.8944)
S (-0.9102, -2.1455, -0.5307)
H (-1.5015, 1.1021, 0.3025)
H (-3.2273, -2.6375, -0.0380)
H (2.6395, 2.6984, -0.6444)